Here is one molecule with the formula C5H11N at a distorted geometry from the OMol25 dataset. Energies are from ωB97M-V with the def2-TZVPD basis set.

```
17
Properties=species:S:1:pos:R:3:forces:R:3:mulliken_charge:R:1
C 0.690479 -0.721036 1.994188 3.8 -0.1 -2.1 -0.7211
C 1.858300 -0.505154 1.162284 -4.8 1.1 2.6 -0.2652
C 1.612145 0.240522 -0.228269 0.8 -0.8 3.2 -0.4342
C 0.110844 0.526254 -0.393395 0.9 5.7 1.8 -0.9707
N -0.902592 -0.363643 -0.816622 0.3 -0.6 0.7 -0.2328
C -2.220075 0.152600 -1.095656 -1.4 -1.2 -1.1 -0.8910
H -0.328559 -0.723171 1.661867 -0.2 0.3 -0.8 0.3251
H 0.671239 -1.037173 3.032508 1.0 -0.1 0.0 0.2787
H 2.810427 -0.517685 1.711350 -0.2 -0.1 -0.8 0.3109
H 1.785271 -0.448732 -0.964018 1.2 -1.9 -2.2 0.3098
H 2.433294 1.082951 -0.339574 -2.3 -1.2 0.2 0.2841
H 0.189394 1.422814 -1.045897 -0.6 -0.1 -0.3 0.4465
H -0.147352 1.058844 0.610305 -0.2 -1.1 -1.6 0.4230
H -0.637988 -0.838361 -1.645147 0.6 -0.6 -0.6 0.2401
H -2.654868 -0.738081 -1.641814 -0.2 1.2 0.5 0.3215
H -2.888225 0.369777 -0.267297 0.4 -0.3 0.7 0.2733
H -2.381735 1.039282 -1.734806 0.9 -0.1 -0.2 0.3021
```
Forces are in eV/Å.

Summary:
Relative energy (zero: lowest compared OMol25 entry of this formula, charge and spin) in kJ/mol: 298.6
Lowest unoccupied orbital energy in eV: 1.14
Kohn-Sham gap in eV: 9.6739
Highest occupied orbital energy in eV: -8.539
SMILES string: C=CCCNC